Entry 1:
Density functional theory data (ωB97M-V/def2-TZVPD) for a structure of composition C23H47BrClCsF3IN6O13S4 at a distorted geometry.

DFT total energy	-7454.969551	a.u.
net charge	0

XYZ file:
```
100
Properties=species:S:1:pos:R:3:mulliken_charge:R:1
C 3.41386 -0.02571 5.78712 -0.96
C 2.66630 0.15075 4.33315 -0.02
O 2.12055 1.51851 4.26500 -0.47
C 0.91833 1.43482 3.40176 -0.23
N 0.77501 2.69784 2.60509 0.15
C -0.33733 3.08638 1.91452 -0.66
N -0.26920 4.39340 1.19936 -0.10
N 0.14505 4.39578 -0.17148 -0.63
C 1.47505 4.34900 -0.37769 0.14
S 3.01072 3.70600 -0.71552 -0.13
N -1.51567 2.19316 1.98643 0.77
C -2.31568 2.57535 3.19657 -0.70
C -3.76216 1.84298 3.30976 0.10
C -4.18261 1.73483 4.89366 -0.89
I -4.43472 -0.41926 5.34397 0.02
C -2.31925 2.18546 0.72716 -0.08
C -2.69231 0.61799 0.36626 -0.44
C -1.65182 0.03972 -0.76435 -0.38
S -1.58457 -1.82965 -0.57853 1.13
O -1.70518 -2.55252 -1.90914 -0.64
O -0.33711 -2.33024 0.11510 -0.47
O -2.92374 -2.32886 0.35532 -0.53
H 3.85029 0.97075 6.16101 0.27
H 4.19042 -0.85653 5.64258 0.30
H 2.59406 -0.44435 6.49974 0.25
H 3.39223 0.04001 3.45460 0.22
H 1.83198 -0.66429 4.32732 0.23
H 0.03778 1.20271 4.10553 0.03
H 1.01979 0.55580 2.63862 0.19
H 1.60466 3.33547 2.59360 0.34
H 0.32703 5.06705 1.71335 0.54
H -2.44310 3.74075 3.20889 0.24
H -1.76066 2.33514 4.19748 0.26
H -4.53206 2.54587 2.80269 0.00
H -3.77460 0.76806 2.90390 0.08
H -5.19441 2.26085 5.06942 0.42
H -3.39424 2.17932 5.60331 0.43
H -1.74476 2.57327 -0.20547 0.41
H -3.28424 2.84678 0.78124 -0.38
H -3.80914 0.54213 0.05868 0.09
H -2.47574 0.02292 1.33628 0.29
H -0.57825 0.48530 -0.66504 0.26
H -2.07043 0.25070 -1.82311 0.28
H -2.70838 -2.23619 1.32606 0.36
C -3.38281 5.27676 -2.81904 -0.91
C -3.51350 3.78988 -3.12999 0.04
C -4.94525 3.27411 -2.97718 -1.56
C -5.41211 3.47147 -1.55192 0.79
N -5.77622 3.63351 -0.42026 -0.64
H -3.64598 5.49652 -1.78033 -0.09
H -2.35151 5.60586 -2.96850 0.37
H -4.02898 5.87281 -3.47203 0.36
H -2.84475 3.22914 -2.46821 -0.03
H -3.17602 3.61039 -4.15547 0.38
H -4.98841 2.20872 -3.22384 0.77
H -5.62184 3.80790 -3.65570 0.39
C 2.34828 -6.00070 0.57112 -0.85
C 2.10344 -5.02502 -0.58127 -0.10
C 2.85893 -3.73386 -0.25958 0.02
S 4.24386 -4.21048 0.76496 1.17
O 4.06164 -3.63751 2.07938 -0.65
O 5.47084 -4.04935 0.01479 -0.73
C 3.84416 -5.94651 0.84766 -0.61
H 2.02271 -7.01298 0.32298 0.37
H 1.79126 -5.67285 1.45615 0.35
H 2.48840 -5.45450 -1.50782 -0.10
H 1.03754 -4.83104 -0.72798 0.36
H 3.22698 -3.24720 -1.16375 0.33
H 2.23889 -3.04005 0.30934 -0.24
H 4.11555 -6.34534 1.82575 0.45
H 4.40713 -6.45627 0.06445 0.27
C 1.22471 -1.52625 -3.97314 0.41
F 0.14751 -2.35069 -4.07194 -0.21
F 1.68315 -1.66250 -2.70007 -0.17
F 2.18238 -2.06682 -4.77437 -0.25
S 0.82603 0.23912 -4.41317 1.04
O -0.20990 0.65454 -3.46208 -0.55
O 0.35371 0.19889 -5.79610 -0.70
O 2.07891 0.97104 -4.25541 -0.66
N -4.62032 6.15271 1.26110 -1.70
H -5.28360 6.93651 1.23120 0.70
H -5.10540 5.28263 1.00451 0.33
H -3.85447 6.32594 0.59753 0.47
H -4.23660 6.06385 2.21107 0.66
Br 3.38647 1.04148 0.20152 -0.12
Cs -6.42088 1.50218 -4.37271 0.79
O 3.97034 7.05999 0.62340 -0.64
H 3.56562 6.22341 0.35487 0.30
H 4.14158 7.51465 -0.21143 0.31
C 5.04128 -8.15069 -4.43968 -0.30
C 3.78548 -7.54277 -4.98248 -0.31
O 2.93784 -7.48687 -3.84572 -0.31
C 3.74286 -7.47898 -2.74774 0.53
O 3.35908 -7.26810 -1.62616 -0.46
O 5.03711 -7.73858 -3.08174 -0.29
H 5.93482 -7.78942 -4.95234 0.29
H 5.02749 -9.24426 -4.47725 0.27
H 3.94057 -6.52696 -5.35834 0.25
H 3.33688 -8.14838 -5.77230 0.29
Cl 1.99053 -0.71900 -0.52711 0.03
```

=====

Entry 2:
Density functional theory data (ωB97M-V/def2-TZVPD) for a cluster of 10 separate species, C23H47F36N7OP6 in total at a distorted geometry.

DFT total energy	-7007.467019	a.u.
net charge	-2

XYZ file:
```
120
Properties=species:S:1:pos:R:3:mulliken_charge:R:1
C -5.41310 -3.82204 -9.21962 -0.97
C -4.88935 -2.97897 -8.05626 -0.62
N -3.62289 -3.45205 -7.50580 0.19
C -3.33133 -4.64260 -6.66729 -0.39
C -1.98715 -4.62996 -6.56334 -0.46
N -1.42411 -3.60876 -7.30758 0.11
C -2.39739 -2.93888 -7.96542 -0.01
C -0.00829 -3.34369 -7.41707 -0.81
H -6.28420 -3.32433 -9.64573 0.37
H -5.75797 -4.80629 -8.90279 0.32
H -4.75244 -3.83402 -10.08651 0.31
H -5.61215 -2.93577 -7.24151 0.34
H -4.75824 -1.94045 -8.36022 0.35
H -4.20581 -5.14342 -6.27891 0.45
H -1.26869 -5.25622 -6.05537 0.51
H -2.26510 -2.08713 -8.61612 0.34
H 0.44457 -4.25839 -7.79962 0.36
H 0.42448 -3.07989 -6.45207 0.34
H 0.22554 -2.54240 -8.11805 0.29
C -2.56661 7.77560 -1.58393 -1.48
C -1.18653 8.30883 -1.30480 -0.03
N -0.15917 7.53344 -1.90743 0.15
C -0.31030 6.56273 -2.91602 -0.13
C 0.89807 6.15217 -3.20178 -0.80
N 1.88204 6.56982 -2.24962 0.15
C 1.22363 7.46541 -1.49582 -0.14
C 3.26447 6.19443 -2.09522 -0.76
H -2.82127 7.86169 -2.64026 0.43
H -3.22722 8.45573 -1.04624 0.35
H -2.78876 6.74862 -1.29399 0.39
H -0.91108 8.32512 -0.25031 0.38
H -1.05678 9.29698 -1.74618 0.24
H -1.32555 6.44729 -3.26581 0.49
H 1.20896 5.30296 -3.79220 0.39
H 1.70430 7.93345 -0.64949 0.38
H 3.68242 6.54792 -1.15263 0.32
H 3.86028 6.52774 -2.94492 0.30
H 3.12644 5.11412 -2.05073 0.36
C 6.11092 -2.28150 5.00292 -1.41
C 7.26552 -2.71598 5.87577 -0.16
N 8.40501 -3.24951 5.13600 0.15
C 8.71437 -3.24417 3.79612 -0.20
C 9.90700 -3.98911 3.55770 -0.43
N 10.37058 -4.39672 4.79743 0.13
C 9.47742 -3.91222 5.74954 -0.38
C 11.62825 -4.92255 5.09204 -0.79
H 5.33763 -1.76181 5.56864 0.36
H 5.87952 -3.04215 4.25729 0.41
H 6.41281 -1.43037 4.39254 0.39
H 6.89358 -3.58268 6.42219 0.33
H 7.60467 -1.96972 6.59423 0.35
H 8.14499 -2.72290 3.04082 0.45
H 10.49958 -4.16215 2.67152 0.42
H 9.53633 -3.95836 6.82695 0.40
H 12.03894 -5.38038 4.19215 0.28
H 11.61718 -5.62431 5.92602 0.32
H 12.21432 -4.10880 5.51917 0.37
C -2.98937 -0.89672 2.12460 -0.91
N -2.41110 -0.00241 0.99520 0.05
C -2.55054 -0.72975 -0.32900 -0.88
C -3.16170 1.34104 0.94781 -0.90
C -0.91218 0.14689 1.36832 -0.67
C 0.09077 0.78717 0.39640 -0.57
O 0.06104 0.08468 -0.92648 -0.50
H -2.74007 -0.58456 3.13875 0.38
H -2.73673 -1.95652 2.09177 0.40
H -4.07894 -0.86828 2.11215 0.41
H -2.49450 -0.01583 -1.15075 0.35
H -3.55291 -1.15301 -0.39368 0.39
H -1.81992 -1.51274 -0.53208 0.37
H -2.99438 1.89554 1.87117 0.34
H -4.16381 1.24268 0.53041 0.38
H -2.57777 1.79296 0.14600 0.41
H -0.55349 -0.87377 1.50127 0.50
H -0.89390 0.67845 2.31975 0.42
H 1.08676 0.66767 0.82279 0.41
H -0.18231 1.84175 0.35902 0.33
H 0.82070 0.23788 -1.49310 0.30
P -8.23270 3.21803 6.93756 1.14
F -7.39038 4.44344 6.36935 -0.34
F -6.79558 2.34905 6.95586 -0.39
F -7.87076 3.57120 8.50902 -0.36
F -9.04169 1.90311 7.31813 -0.32
F -9.65007 4.09493 7.08326 -0.37
F -8.43077 2.89311 5.35310 -0.36
P -8.44201 2.93303 -4.55436 1.15
F -7.03877 3.72490 -4.39223 -0.35
F -8.09107 2.94576 -6.23298 -0.41
F -7.51868 1.60894 -4.29110 -0.37
F -9.74707 1.90510 -4.67449 -0.36
F -8.75689 2.91865 -2.97776 -0.34
F -9.27437 4.25369 -4.80787 -0.32
P 3.02985 5.92631 5.03768 1.15
F 4.50379 5.74577 5.78262 -0.38
F 2.62954 4.52628 5.67015 -0.33
F 2.38451 6.59021 6.39625 -0.36
F 1.60499 6.01015 4.33155 -0.34
F 3.52895 7.24197 4.37410 -0.32
F 3.72097 5.36430 3.61298 -0.41
P -6.39838 -5.62613 7.59717 1.13
F -7.53251 -5.82541 8.77243 -0.36
F -7.35660 -6.07219 6.35128 -0.35
F -6.91929 -4.17175 7.15146 -0.34
F -5.20266 -5.44723 6.51837 -0.36
F -5.35915 -4.96703 8.63446 -0.35
F -5.80326 -7.07123 8.09364 -0.36
P 1.29740 -6.83881 -0.09186 1.15
F 1.22448 -7.98519 1.01481 -0.34
F -0.31912 -6.80924 -0.07921 -0.35
F 1.36560 -5.87901 1.26830 -0.39
F 1.36614 -5.50139 -1.02760 -0.35
F 2.93884 -6.95375 -0.09811 -0.36
F 1.19579 -7.89507 -1.33367 -0.36
P 7.61856 0.10118 -4.10003 1.15
F 7.31046 -1.37388 -3.52509 -0.34
F 6.00427 0.35561 -4.15153 -0.35
F 7.78413 0.77209 -2.63492 -0.34
F 7.96573 1.58642 -4.87989 -0.39
F 9.26060 -0.09030 -4.17610 -0.36
F 7.51917 -0.64217 -5.57741 -0.37
```

=====

Entry 3:
Density functional theory data (ωB97M-V/def2-TZVPD) for a structure of composition C23H47FIN5O12P.

DFT total energy	-2819.919984	a.u.
net charge	+1

XYZ file:
```
90
Properties=species:S:1:pos:R:3:mulliken_charge:R:1
C -3.91595 0.57606 0.04397 -1.15
C -3.12127 1.62794 0.80296 -0.17
C -1.90348 1.01133 1.48765 -1.29
N -1.38345 1.79042 2.62822 0.40
C -1.74060 1.90238 3.92797 0.68
N -2.71877 1.28770 4.62270 -0.44
I -4.16184 0.06515 3.88001 0.32
P -2.68680 1.56449 6.36890 0.31
N -1.42809 1.08855 7.10965 -0.59
N -0.94613 2.78270 4.57579 -0.52
C -0.09581 3.20024 3.66996 -0.06
N -0.29450 2.63897 2.47677 0.09
C 0.49015 2.82459 1.25840 0.00
C 1.33185 1.62315 0.87698 -1.15
F -0.37925 3.18023 0.26266 -0.32
H -3.32618 0.13976 -0.76312 0.38
H -4.26032 -0.22869 0.69292 0.17
H -4.79734 1.02316 -0.40911 0.40
H -2.77431 2.39716 0.11375 0.25
H -3.74027 2.12882 1.54778 0.32
H -2.09599 -0.00029 1.83331 0.53
H -1.08208 0.94426 0.78518 0.43
H -2.94073 2.93584 6.34472 0.12
H -3.91889 0.96596 6.65523 0.05
H -1.56591 0.29534 7.72344 0.27
H 0.69223 3.91621 3.84395 0.40
H 1.10435 3.69578 1.47740 0.38
H 1.35400 1.54096 -0.20832 0.38
H 2.35641 1.78262 1.20541 0.39
H 0.95816 0.69211 1.29436 0.41
C 4.84331 4.06598 -2.43348 -1.25
C 3.79101 2.98120 -2.46686 0.15
O 4.35646 1.69420 -2.77277 -0.23
C 4.97906 1.07249 -1.77275 0.75
O 5.05288 1.46318 -0.63307 -0.59
O 5.48943 -0.05885 -2.24756 -0.31
C 6.29389 -0.80475 -1.32504 -0.47
H 5.39409 4.08713 -3.37361 0.30
H 4.36721 5.03667 -2.29302 0.40
H 5.54696 3.90386 -1.61847 0.32
H 3.07396 3.15162 -3.26841 0.39
H 3.25232 2.91585 -1.52027 -0.09
H 5.77136 -0.93535 -0.37989 0.10
H 7.24376 -0.30307 -1.15048 0.31
H 6.46459 -1.76802 -1.79428 0.24
C -2.06810 0.90312 -6.19035 -1.07
C -1.17870 1.47473 -7.27167 -0.20
O 0.05825 1.98156 -6.73569 -0.37
C 0.98116 1.05876 -6.46590 0.76
O 0.87141 -0.12769 -6.63672 -0.55
O 2.05386 1.67588 -5.97143 -0.34
C 3.14140 0.80416 -5.63515 -0.62
H -2.24651 1.64787 -5.41332 0.27
H -3.02783 0.61391 -6.61895 0.36
H -1.61265 0.02246 -5.73991 0.31
H -1.63903 2.34048 -7.74277 0.29
H -0.95769 0.73432 -8.03907 0.32
H 3.41803 0.18342 -6.48413 0.42
H 2.87441 0.17270 -4.78995 0.28
H 3.96399 1.45426 -5.35833 0.15
C 3.10166 -1.40038 3.88500 -1.06
C 4.19207 -1.40628 2.83436 -0.04
O 5.41681 -1.93736 3.35207 -0.39
C 5.46180 -3.27239 3.43254 0.76
O 4.59010 -4.02474 3.07946 -0.56
O 6.62932 -3.61678 3.95858 -0.35
C 6.81931 -5.02926 4.12535 -0.63
H 3.44012 -0.87210 4.77689 0.35
H 2.21424 -0.89345 3.49876 0.14
H 2.81880 -2.41162 4.17186 0.34
H 4.43881 -0.38875 2.53279 0.28
H 3.88887 -1.96497 1.94853 0.32
H 6.65274 -5.55055 3.18575 0.30
H 6.13794 -5.41340 4.88195 0.29
H 7.84793 -5.14552 4.44963 0.22
C -9.51503 -3.36277 -0.49860 -1.10
C -8.57254 -2.59639 -1.39699 -0.20
O -7.40250 -2.13884 -0.67985 -0.34
C -6.46856 -3.05918 -0.47626 0.67
O -6.48114 -4.20056 -0.84915 -0.55
O -5.47324 -2.49235 0.22543 -0.19
C -4.39560 -3.37801 0.53891 -0.61
H -9.79232 -2.76067 0.36710 0.29
H -10.42170 -3.61194 -1.04952 0.36
H -9.05886 -4.28900 -0.15297 0.32
H -9.03096 -1.68100 -1.76400 0.29
H -8.25138 -3.19461 -2.24827 0.33
H -4.00473 -3.86144 -0.35336 0.34
H -4.71233 -4.13599 1.25344 0.32
H -3.63108 -2.74466 0.98438 0.09
```

=====

Entry 4:
Density functional theory data (ωB97M-V/def2-TZVPD) for a structure of composition C23H47N5O4PPtS at a distorted geometry.

DFT total energy	-2337.122363	a.u.
net charge	+3

XYZ file:
```
82
Properties=species:S:1:pos:R:3:mulliken_charge:R:1
Pt -0.71382 0.78124 1.81639 1.38
C 1.70286 5.69330 3.25282 -1.04
N 1.84227 4.54504 2.32466 0.05
C 3.20601 4.28112 1.79776 -1.08
C 0.81719 3.87233 1.89280 0.48
N 1.04030 2.76229 1.11556 -0.15
N -0.45564 4.29771 2.16869 -0.03
C -1.60275 3.59913 2.53514 0.59
N -2.66135 4.37244 2.75108 -0.37
N -1.60129 2.31595 2.76402 -0.31
H 2.57891 5.71295 3.89369 0.41
H 0.81806 5.58054 3.87099 0.37
H 1.65697 6.62548 2.68888 0.37
H 3.88131 5.01806 2.21701 0.34
H 3.21813 4.37693 0.71151 0.44
H 3.55533 3.29472 2.10603 0.38
H 1.99317 2.48058 0.90386 0.16
H -0.60160 5.27543 1.95331 0.30
H -2.65233 5.37002 2.60825 0.19
H -3.54279 3.97616 3.03706 0.24
H -2.45964 2.02067 3.21518 0.26
C -1.75851 4.04450 -3.05032 -0.97
S -0.83606 3.69250 -1.52721 1.19
O -1.30394 4.57349 -0.48055 -0.45
O 0.57236 3.64084 -1.81488 -0.38
O 0.08623 2.08985 0.50385 -0.59
H -1.01727 4.47676 -3.72100 0.41
H -2.54055 4.74005 -2.75372 0.42
H -2.16759 3.11182 -3.43232 0.35
O 0.21933 -0.72060 1.05156 -1.28
P -0.22921 -1.79919 -0.03438 -1.72
C -1.84940 -2.45611 0.41891 0.97
C -2.84057 -1.27661 0.64039 -0.48
C -3.43049 -1.26863 2.04140 -1.28
C -2.31985 -1.34930 3.06805 0.58
C -1.47258 -2.61943 2.94525 -0.67
C -1.77891 -3.38323 1.65359 -1.65
C -0.47148 -0.98359 -1.61938 1.21
C 0.78303 -0.19264 -2.05353 -0.16
C 0.55240 0.42610 -3.43365 -0.21
C 0.26784 -0.63499 -4.52198 -1.15
C -0.03189 -2.01151 -3.92510 -0.71
C -1.01118 -1.90946 -2.75501 -1.05
C 1.00223 -3.09154 0.04077 0.40
C 2.46154 -2.52755 0.10975 -0.89
C 3.30289 -2.96703 -1.08953 -0.52
C 3.34874 -4.49491 -1.22999 -0.86
C 1.98818 -5.16219 -0.93221 -0.98
C 0.83228 -4.16957 -1.04525 -0.56
H -2.18402 -3.05607 -0.42921 1.03
H -3.62143 -1.27506 -0.11900 0.35
H -2.31637 -0.30745 0.54029 -0.09
H -4.09746 -2.12076 2.19457 0.44
H -4.03987 -0.37287 2.17065 0.46
H -2.69834 -1.21047 4.07961 0.49
H -1.59617 -0.43710 2.89501 -0.67
H -1.66611 -3.26275 3.80362 0.50
H -0.41173 -2.36809 2.98787 0.41
H -2.74399 -3.88267 1.74042 0.57
H -1.04909 -4.17663 1.51015 0.48
H -1.24050 -0.24283 -1.35670 0.52
H 1.65703 -0.84264 -2.08238 -0.28
H 0.98021 0.59806 -1.32860 -0.12
H 1.42150 1.02579 -3.70445 0.51
H -0.28385 1.13602 -3.36319 -0.21
H 1.11578 -0.71480 -5.19955 0.34
H -0.57290 -0.31736 -5.14025 0.36
H 0.90110 -2.47569 -3.59993 0.17
H -0.45259 -2.66652 -4.68677 0.61
H -1.24291 -2.90878 -2.38537 0.52
H -1.94905 -1.49520 -3.13043 0.46
H 0.77926 -3.55793 1.00469 0.87
H 2.93212 -2.90399 1.01846 0.54
H 2.46058 -1.43999 0.19282 0.28
H 4.31347 -2.57462 -0.97805 0.61
H 2.90885 -2.52328 -2.00858 0.04
H 4.11121 -4.90248 -0.56696 0.33
H 3.68342 -4.75221 -2.23397 0.38
H 1.98564 -5.59716 0.07035 0.41
H 1.81777 -5.99647 -1.61014 0.41
H -0.12355 -4.68801 -0.92870 0.49
H 0.84513 -3.71988 -2.03449 -0.14
```